22
Properties=species:S:1:pos:R:3:mulliken_charge:R:1 method="wB97M-V/def2-TZVPD" gap_ev="7.50 / 7.52" spin_multiplicity=1 charge=0 de_lowest_kcal_mol=0.0
C 0.6488 -0.6592 0.0928 0.039
C -0.4373 0.0412 -0.3276 -0.430
C 2.4017 2.0564 0.2066 -0.422
C 3.1597 -1.4942 0.2962 -0.331
C -2.7485 1.3475 -0.6039 -0.435
C -2.9442 -1.4621 -0.1237 -0.349
F 1.2565 2.1163 0.8520 -0.182
F 4.4694 -1.1809 0.0827 -0.283
F -4.0075 1.5088 -0.0583 -0.280
F -2.3190 -2.5755 0.3664 -0.262
P 2.1127 -0.4772 -0.9139 -0.078
P -2.0041 0.0638 0.5405 -0.123
H 0.5329 -1.1541 1.0203 0.373
H -0.5155 0.8530 -1.0100 0.336
H 2.2899 2.7062 -0.6348 0.279
H 3.2648 2.0239 0.8029 0.314
H 3.0196 -1.5436 1.3915 0.322
H 3.0652 -2.4494 -0.2921 0.251
H -2.5504 1.0753 -1.7033 0.346
H -2.2868 2.2686 -0.3770 0.328
H -3.8768 -1.3388 0.2475 0.345
H -3.0326 -1.3119 -1.2707 0.239

=====

75
Properties=species:S:1:pos:R:3:mulliken_charge:R:1 method="wB97M-V/def2-TZVPD" gap_ev="7.11 / 7.23" spin_multiplicity=3 charge=+1 de_lowest_kcal_mol=0.0
Pd -1.2276 1.4657 0.9499 -0.419
O -0.3518 5.4433 1.4796 -0.704
S -0.1582 4.0696 1.1544 1.428
O -0.2374 3.1071 2.2807 -0.722
O -1.0316 3.5431 0.0660 -0.718
C 1.4876 3.8879 0.5062 0.091
C 2.2710 5.0250 0.3942 -0.466
C 3.5600 4.9272 -0.1100 -0.676
C 4.0635 3.6960 -0.4983 -0.813
C 3.2773 2.5598 -0.3844 -0.267
C 1.9799 2.6421 0.1134 -0.284
P 1.0318 1.0962 0.2860 2.710
C 2.0150 0.1375 1.4764 0.368
C 1.7438 0.3316 2.8336 -0.424
C 2.5211 -0.3022 3.7938 -0.701
C 3.5774 -1.1162 3.4080 -0.587
C 3.8624 -1.2975 2.0597 -0.935
C 3.0854 -0.6749 1.0947 0.006
C 1.1774 0.2640 -1.3111 0.198
C 1.0528 -1.1229 -1.3880 -0.169
C 1.0884 -1.7663 -2.6150 -0.546
C 1.2297 -1.0247 -3.7792 -0.729
C 1.3208 0.3581 -3.7137 -0.910
C 1.2911 1.0037 -2.4873 -0.908
H 1.8587 5.9739 0.7067 0.613
H 4.1709 5.8156 -0.1966 0.423
H 5.0695 3.6163 -0.8879 0.444
H 3.6798 1.6015 -0.6905 0.400
H 0.9337 0.9876 3.1343 0.411
H 2.3087 -0.1453 4.8430 0.487
H 4.1886 -1.6003 4.1583 0.435
H 4.6968 -1.9178 1.7599 0.450
H 3.3177 -0.8157 0.0469 0.374
H 0.9526 -1.7064 -0.4794 0.129
H 1.0111 -2.8449 -2.6640 0.484
H 1.2617 -1.5250 -4.7381 0.452
H 1.4139 0.9394 -4.6210 0.456
H 1.3565 2.0838 -2.4471 0.560
C 1.0782 -3.7418 1.7547 -1.051
C -0.2834 -3.3553 2.2197 1.324
C -1.2671 -4.2291 2.5798 -1.170
C -2.4973 -3.7015 3.0202 0.939
N -2.7304 -2.3989 3.0735 -0.484
C -1.7677 -1.5451 2.7154 0.159
S -2.0089 0.1337 2.8386 -0.376
N -0.5664 -2.0323 2.2907 0.566
C -3.5925 -4.6043 3.4791 -1.308
H 1.2713 -4.7875 1.9798 0.443
H 1.8419 -3.1254 2.2307 0.103
H 1.1599 -3.6049 0.6744 0.199
H -1.0963 -5.2943 2.5411 0.459
H 0.1657 -1.3529 2.0936 -0.526
H -3.5645 -5.5636 2.9660 0.402
H -4.5567 -4.1232 3.3392 0.379
H -3.4651 -4.7921 4.5481 0.296
C -4.3004 0.8554 -0.4335 -1.244
P -2.5650 0.3787 -0.6810 1.193
C -2.6225 -1.4333 -0.6111 -1.274
C -2.2029 0.8097 -2.4008 0.745
C -1.9878 2.1582 -2.6944 -0.726
C -1.7938 2.5620 -4.0055 -0.717
C -1.8038 1.6261 -5.0312 -0.532
C -2.0015 0.2842 -4.7436 -0.719
C -2.2014 -0.1256 -3.4329 -0.338
H -4.4009 1.9337 -0.5514 0.393
H -4.6025 0.5840 0.5792 0.425
H -4.9415 0.3544 -1.1604 0.455
H -3.3247 -1.8302 -1.3452 0.572
H -2.9676 -1.7261 0.3796 0.363
H -1.6321 -1.8487 -0.7959 0.128
H -1.9607 2.8914 -1.8975 0.314
H -1.6370 3.6096 -4.2254 0.456
H -1.6586 1.9435 -6.0556 0.432
H -2.0071 -0.4470 -5.5414 0.454
H -2.3585 -1.1772 -3.2307 0.325

=====

80
Properties=species:S:1:pos:R:3:mulliken_charge:R:1 method="wB97M-V/def2-TZVPD" gap_ev="8.10 / 9.67" spin_multiplicity=2 charge=0
C -2.0138 3.6772 -5.0065 -1.266
C -2.3628 2.2084 -5.2767 0.202
C -1.1743 1.2346 -5.2508 -0.709
O -1.3215 0.2077 -4.2779 -0.174
C -0.7600 0.5318 -3.0327 -2.185
C -0.9152 -0.6002 -2.0036 3.956
C 0.1999 -0.4194 -0.9448 -2.014
C 0.1590 0.8137 -0.0298 0.182
C 0.8341 2.0729 -0.5842 -0.744
C 2.3658 1.9949 -0.4732 -0.694
N 3.1384 2.5999 -1.5553 -0.717
C -2.2655 -0.5615 -1.2710 -2.361
C -3.4936 -1.2148 -1.9489 1.601
C -4.5190 -0.1534 -2.3267 -1.387
C -4.1637 -2.2320 -1.0138 -2.081
N -3.1063 -1.9149 -3.2033 1.136
O -4.0720 -2.2628 -3.9602 -0.731
C -1.8532 -2.6908 -3.3738 1.893
C -1.6090 -2.8568 -4.8767 -1.631
C -2.0699 -4.0957 -2.7913 -2.065
C -0.6940 -1.9982 -2.6125 -2.670
H -0.9343 3.8470 -5.0165 0.319
H -2.3708 4.0148 -4.0311 0.330
H -2.4419 4.3568 -5.7431 0.324
H -3.0751 1.8405 -4.5382 -0.347
H -2.8730 2.1168 -6.2364 0.509
H -0.2441 1.7840 -5.0517 0.409
H -1.0464 0.7238 -6.2070 0.334
H -1.2157 1.4539 -2.6356 0.432
H 0.3099 0.7423 -3.1757 0.913
H 0.1826 -1.3085 -0.3075 0.411
H 1.1684 -0.4411 -1.4605 0.542
H -0.8701 1.0234 0.2760 0.639
H 0.6861 0.5369 0.8863 -0.563
H 0.5819 2.2141 -1.6374 0.201
H 0.4533 2.9544 -0.0626 0.404
H 2.6956 2.4575 0.4624 0.377
H 2.6741 0.9483 -0.3934 0.339
H 2.8391 3.5537 -1.7321 0.266
H 3.0024 2.0889 -2.4217 0.263
H -2.5134 0.4795 -1.0568 0.552
H -2.1308 -1.0421 -0.2958 0.490
H -5.4377 -0.5956 -2.7056 0.427
H -4.1216 0.5006 -3.1044 -0.025
H -4.7467 0.4557 -1.4503 0.436
H -4.8900 -2.8195 -1.5778 0.368
H -4.6938 -1.7033 -0.2183 0.469
H -3.4499 -2.9083 -0.5449 0.392
H -2.2239 -3.6633 -5.2705 0.385
H -1.8434 -1.9479 -5.4153 0.270
H -0.5575 -3.0967 -5.0472 0.419
H -2.1659 -4.0885 -1.7059 0.385
H -2.9746 -4.5299 -3.2196 0.437
H -1.2182 -4.7305 -3.0450 0.415
H 0.1813 -1.9660 -3.2663 0.382
H -0.4250 -2.6489 -1.7758 0.499
C 2.6273 -0.9801 4.7106 -1.265
C 1.8803 -0.3662 3.5411 0.550
C 0.3868 -0.2577 3.7924 -1.100
O 2.1383 -1.0804 2.3295 -0.508
H 2.2622 -1.9934 4.9038 0.437
H 3.6953 -1.0306 4.4998 0.348
H 2.4752 -0.3922 5.6170 0.170
H 2.2826 0.6308 3.3410 0.181
H -0.0462 -1.2488 3.9585 0.319
H -0.1015 0.1884 2.9270 0.199
H 0.1673 0.3548 4.6678 0.383
H 1.8195 -1.9841 2.4408 0.330
C 4.9432 0.6141 9.2878 -1.398
C 3.9959 0.8780 8.1302 0.532
C 4.7267 1.3185 6.8741 -1.194
O 2.9869 1.8193 8.4928 -0.555
H 5.4967 1.5244 9.5369 0.351
H 4.3896 0.2928 10.1691 0.336
H 5.6703 -0.1571 9.0295 0.358
H 3.4317 -0.0338 7.9157 0.250
H 5.2815 2.2428 7.0602 0.414
H 4.0195 1.4993 6.0651 0.240
H 5.4404 0.5599 6.5490 0.341
H 3.4164 2.6578 8.6995 0.337

=====

13
Properties=species:S:1:pos:R:3:mulliken_charge:R:1 method="wB97M-V/def2-TZVPD" gap_ev=6.91 spin_multiplicity=1 charge=-1 de_lowest_kcal_mol=27.1
S -2.3599 1.0874 0.0875 -0.790
H -3.5242 1.2817 0.7279 -0.074
C 1.3960 -0.3924 1.7012 -0.924
C 0.4760 -0.4566 0.7042 0.236
N 0.7339 -0.7167 -0.6717 -0.422
C -0.1776 0.0444 -1.5688 -0.916
H 2.4559 -0.5834 1.5584 0.253
H 1.0522 -0.2984 2.7250 0.256
H -0.5587 -0.3231 0.9314 0.188
H 1.6870 -0.3614 -0.8747 0.268
H 0.1357 -0.1444 -2.5928 0.308
H -1.1727 -0.3041 -1.3838 0.325
H -0.1436 1.1670 -1.3438 0.293

=====

87
Properties=species:S:1:pos:R:3:mulliken_charge:R:1 method="wB97M-V/def2-TZVPD" gap_ev=8.58 spin_multiplicity=1 charge=+1 de_lowest_kcal_mol=0.0
Y 0.4299 1.4601 0.7602 -0.087
C 1.4039 0.2981 5.0368 -1.001
C 2.7175 0.7514 5.1220 -0.551
C 3.4052 1.0815 3.9735 -0.983
C 2.7810 0.9528 2.7338 0.954
N 1.4977 0.5356 2.6632 0.223
C 0.8352 0.2170 3.7891 -0.086
C 3.4597 1.3152 1.4519 0.990
C 4.8501 1.2375 1.3775 -1.161
C 5.4970 1.5703 0.1982 -0.794
C 4.7600 2.0017 -0.8976 -0.806
C 3.3763 2.0824 -0.8026 -0.349
C 2.6791 1.7349 0.3588 0.469
H 0.8342 0.0348 5.9150 0.439
H 3.1946 0.8601 6.0865 0.439
H 4.4132 1.4637 4.0264 0.468
H -0.1946 -0.1018 3.6691 0.457
H 5.4390 0.8983 2.2195 0.432
H 6.5740 1.4954 0.1334 0.417
H 5.2641 2.2734 -1.8151 0.453
H 2.8340 2.4348 -1.6774 0.454
C -3.2765 -3.9753 0.9040 -0.727
C -1.8018 -4.0939 1.3065 -0.968
C -1.0215 -2.8040 1.0133 -0.368
C -1.5915 -2.1170 -0.2342 0.915
C -3.0129 -1.6065 0.0903 -0.948
C -3.7520 -2.5393 1.0626 -0.960
P -0.5421 -0.7615 -0.8435 0.082
C 0.9560 -1.4498 -1.6574 0.365
C 2.1052 -1.7142 -0.6646 0.780
C 3.2293 -2.4617 -1.3710 -1.006
C 2.7758 -3.8748 -1.7760 -0.877
C 1.2575 -3.9544 -1.9498 -0.456
C 0.7100 -2.6775 -2.5773 -1.135
C -1.4153 0.1323 -2.1907 0.650
C -1.9412 -0.7320 -3.3613 -0.938
C -3.0409 -0.0063 -4.1468 -0.925
C -2.7462 1.4864 -4.2140 -0.821
C -2.8201 2.1138 -2.8121 -0.787
C -2.5138 1.0890 -1.7140 -0.726
H -3.8860 -4.6584 1.4953 0.467
H -3.4106 -4.2842 -0.1374 0.299
H -1.3334 -4.9261 0.7764 0.255
H -1.7215 -4.3251 2.3704 0.472
H 0.0382 -3.0279 0.9192 -0.096
H -1.1106 -2.1035 1.8528 0.100
H -1.6539 -2.8578 -1.0412 0.814
H -3.5774 -1.5012 -0.8383 0.179
H -2.9577 -0.6015 0.5240 0.119
H -4.8266 -2.4530 0.9009 0.484
H -3.5787 -2.2121 2.0918 0.333
H 1.2944 -0.6143 -2.2854 0.625
H 1.7660 -2.3007 0.1908 0.124
H 2.4757 -0.7687 -0.2612 -0.744
H 4.1132 -2.5055 -0.7349 0.411
H 3.5262 -1.8874 -2.2537 0.372
H 3.1002 -4.6026 -1.0300 0.370
H 3.2621 -4.1645 -2.7094 0.326
H 0.7706 -4.1128 -0.9818 -0.153
H 0.9881 -4.8179 -2.5592 0.537
H -0.3482 -2.7933 -2.8153 0.309
H 1.2026 -2.5045 -3.5381 0.561
H -0.6065 0.7631 -2.5950 0.415
H -2.3127 -1.6920 -2.9939 0.160
H -1.1086 -0.9675 -4.0277 0.384
H -4.0108 -0.1674 -3.6672 0.305
H -3.1245 -0.4433 -5.1421 0.515
H -3.4327 1.9957 -4.8895 0.471
H -1.7495 1.6298 -4.6433 0.327
H -3.8126 2.5329 -2.6388 0.514
H -2.1216 2.9507 -2.7324 0.142
H -3.4087 0.5132 -1.4697 0.297
H -2.2616 1.6099 -0.7836 0.097
C -2.0475 4.4383 2.9346 -1.953
C -1.0298 3.9309 1.9298 1.210
O -0.9971 2.5441 1.8567 -0.648
C 0.3800 4.4458 2.3227 0.630
F 0.8629 3.7380 3.3510 -0.249
F 0.3982 5.7326 2.6589 -0.285
F 1.2478 4.2790 1.2893 -0.232
C -1.3639 4.3985 0.4992 0.748
F -1.0827 5.6734 0.2606 -0.266
F -0.6308 3.6487 -0.4140 -0.268
F -2.6386 4.1776 0.1947 -0.279
H -1.7537 4.0872 3.9226 0.449
H -3.0263 4.0285 2.6987 0.412
H -2.1102 5.5247 2.9563 0.406

=====

26
Properties=species:S:1:pos:R:3:mulliken_charge:R:1 method="wB97M-V/def2-TZVPD" gap_ev=7.95 spin_multiplicity=1 charge=0 de_lowest_kcal_mol=0.0
C -3.3502 0.0458 0.0437 -0.974
N -2.1210 -0.6861 0.2789 -0.014
P -2.2207 -2.3864 0.4133 -0.135
C -0.8745 -0.1097 0.0064 0.534
C 0.0376 -0.7396 -0.7395 -1.335
C 1.4572 -0.3204 -0.7849 0.114
C 1.7360 1.0297 -0.2496 0.608
N 2.9028 1.4063 0.1396 -0.707
P 4.0816 0.2195 0.2082 -0.035
P 2.4024 -1.6241 0.3016 0.229
O 2.6508 -2.7725 -0.5551 -0.538
C 0.5566 1.9325 -0.1158 -0.741
C -0.5305 1.1957 0.6742 -0.545
H -3.8348 -0.2991 -0.8772 0.313
H -4.0410 -0.1180 0.8759 0.315
H -3.1562 1.1119 -0.0507 0.349
H -3.3592 -2.3638 1.2410 0.045
H -3.0409 -2.6553 -0.7081 0.025
H -0.2179 -1.6649 -1.2401 0.457
H 1.8970 -0.4471 -1.7822 0.469
H 4.4482 0.4360 1.5310 0.094
H 5.1423 0.9646 -0.3288 0.114
H 0.8428 2.8631 0.3728 0.352
H 0.1708 2.1589 -1.1144 0.321
H -1.4072 1.8363 0.7713 0.424
H -0.1720 0.9867 1.6887 0.261

=====

89
Properties=species:S:1:pos:R:3:mulliken_charge:R:1 method="wB97M-V/def2-TZVPD" gap_ev=6.97 spin_multiplicity=1 charge=-1
C -1.6572 -4.2088 -6.4389 -0.752
O -1.7516 -4.0749 -5.0091 0.042
C -3.0173 -4.5865 -4.5550 -0.670
C -3.2214 -4.2880 -3.0341 -0.604
C -2.0400 -4.8349 -2.1200 -0.550
C -1.8535 -3.9835 -0.7955 -0.394
C -0.3570 -3.8859 -0.3194 -0.582
C -0.2357 -3.6819 1.2558 -0.033
C 0.5895 -2.3949 1.6220 -1.053
S -0.4889 -0.9126 1.8569 1.034
O -1.7844 -1.3671 2.3898 -0.631
O -0.6732 -0.3523 0.5021 -0.695
N 0.3698 0.0605 2.8935 -0.418
S -0.5692 1.2739 3.5445 1.182
O -1.3171 2.0727 2.5639 -0.681
O -1.4381 0.6577 4.5727 -0.673
C 0.5440 2.4759 4.4222 -0.900
C 1.5537 3.1139 3.4112 0.513
O 1.6285 2.6902 2.2838 -0.505
C 2.5183 4.2854 3.7612 0.496
C 3.8293 4.2410 3.0910 -0.408
C 4.8317 5.2774 3.2717 -0.478
C 4.4985 6.3826 4.1654 -0.393
C 3.2124 6.4462 4.8346 -0.552
C 2.2059 5.3953 4.6439 -0.299
H -1.4139 -5.2789 -6.6869 0.292
H -0.8309 -3.5193 -6.7457 0.002
H -2.6080 -3.9058 -6.9478 0.387
H -3.1426 -5.6752 -4.8306 0.305
H -3.8200 -4.0282 -5.1294 0.359
H -4.2124 -4.7206 -2.7248 0.340
H -3.2244 -3.1752 -2.8939 0.298
H -1.0776 -4.9263 -2.7000 0.301
H -2.3316 -5.8973 -1.8634 0.251
H -2.2525 -2.9493 -0.9776 0.285
H -2.5115 -4.4539 -0.0147 0.216
H 0.2119 -3.0699 -0.8280 0.173
H 0.1400 -4.8626 -0.5905 0.364
H -1.2194 -3.7271 1.7818 -0.053
H 0.3693 -4.5551 1.6356 0.308
H 1.3937 -2.2194 0.8689 0.377
H 1.0977 -2.5888 2.6074 0.417
H -0.1565 3.2308 4.8774 0.328
H 1.0600 1.9539 5.2770 0.344
H 4.0547 3.3794 2.4201 0.336
H 5.7890 5.2021 2.7143 0.349
H 5.2268 7.2140 4.3216 0.325
H 2.9331 7.2987 5.4923 0.420
H 1.2108 5.4235 5.1477 0.341
C -0.1738 8.6267 2.8567 -0.917
S 1.2550 9.3607 3.6706 0.556
O 1.3586 8.7484 5.0261 -0.604
C 0.5388 11.0021 3.8768 -1.010
H 0.0427 7.5756 2.6672 0.284
H -1.0508 8.7067 3.5006 0.312
H -0.3543 9.1354 1.9088 0.375
H -0.3825 10.9357 4.4574 0.299
H 0.3358 11.4363 2.8969 0.376
H 1.2575 11.6266 4.4070 0.324
C 0.1043 -0.7095 -4.3974 -0.820
S -1.5158 -0.4296 -5.1268 0.558
O -1.5839 -1.2310 -6.3869 -0.645
C -1.2241 1.2863 -5.5959 -1.035
H 0.1577 -1.7460 -4.0663 0.190
H 0.8833 -0.5255 -5.1381 0.241
H 0.2375 -0.0497 -3.5389 0.498
H -0.3629 1.3482 -6.2633 0.285
H -1.0498 1.8832 -4.6998 0.378
H -2.1099 1.6575 -6.1110 0.330
C 2.1952 -3.5157 -6.6566 -0.759
S 3.5107 -3.2500 -5.4541 0.427
O 2.9986 -2.2880 -4.4421 -0.546
C 4.6024 -2.3370 -6.5613 -0.940
H 1.3807 -4.0436 -6.1612 0.088
H 1.8319 -2.5570 -7.0303 0.287
H 2.5720 -4.1235 -7.4809 0.466
H 4.0908 -1.4512 -6.9410 0.283
H 4.9039 -2.9813 -7.3885 0.353
H 5.4852 -2.0332 -5.9994 0.333
C -4.0536 -4.8595 5.2858 -1.026
S -2.6360 -4.2282 4.3642 0.683
O -1.5439 -5.2404 4.4826 -0.670
C -2.2494 -2.8813 5.4920 -0.969
H -4.4350 -5.7395 4.7682 0.316
H -3.7483 -5.1366 6.2964 0.299
H -4.8320 -4.0962 5.3233 0.350
H -2.0541 -3.2783 6.4904 0.470
H -3.0835 -2.1798 5.5210 0.357
H -1.3615 -2.3684 5.1227 0.166

=====

23
Properties=species:S:1:pos:R:3:mulliken_charge:R:1 method="wB97M-V/def2-TZVPD" gap_ev="8.88 / 5.29" spin_multiplicity=2 charge=0 de_lowest_kcal_mol=0.0
N -5.0058 -0.8919 0.4025 -0.665
C 2.6951 0.1751 -0.0331 0.005
C 2.3176 1.0541 -0.9497 -0.541
S -1.2699 1.0073 -0.6018 -0.302
C 1.8062 -0.9561 0.4178 -0.340
N 1.6237 -1.2796 1.8141 -0.515
H -5.0365 -1.8986 0.4473 0.224
H -4.0457 -0.5746 0.3793 0.226
H -5.4479 -0.5645 -0.4447 0.228
H 3.7178 0.1450 0.3123 0.292
H 1.2797 1.3699 -0.9427 -0.074
H 3.0489 1.6814 -1.4406 0.302
H -1.9125 2.1491 -0.8984 0.204
H 0.8694 -0.8809 -0.1364 0.125
H 2.2806 -1.8290 -0.0472 0.356
H 2.4014 -1.7562 2.2325 0.214
H 1.1967 -0.5255 2.3258 0.224
H -0.6554 -0.3811 -2.4208 0.272
H -0.3364 -1.3026 -3.6555 0.290
O 0.0409 -0.8641 -2.8810 -0.552
H -0.3302 1.7037 1.4820 0.290
H 0.2875 2.5491 2.6453 0.276
O 0.4748 1.8699 1.9928 -0.539

=====

DFT total energy
In order: -1316.56866, -3181.27457, -1317.32787, -572.03508, -2392.68403, -1483.28423, -4139.37668, -781.36214
Unit: Ha